55
Properties=species:S:1:pos:R:3:forces:R:3 method="wB97M-V/def2-TZVPD" total_charge=+1 e_above_lowest_ev=6.1492 gap_ev=3.1 homo_ev=-9.0
Na 4.87709 -23.13908 2.85081 -0.2 0.0 -0.3
Na 4.07604 -17.54668 3.49099 -0.5 0.1 -0.6
O 1.09374 -19.46212 -6.52514 0.6 1.1 -1.1
O 2.44639 -20.09164 0.26297 1.0 -3.2 -2.0
O -2.43779 -16.13455 -3.80166 -1.7 -1.0 -0.2
O -1.21845 -11.40645 1.19198 0.4 -0.3 0.3
O 1.38750 -18.31540 0.42885 -1.7 3.8 1.2
O -1.46914 -13.96386 6.50861 -0.6 -1.5 0.9
O 1.08286 -19.26667 -1.46264 0.2 -1.6 -1.8
N -1.09148 -17.91739 -6.81392 1.1 0.8 1.6
N -0.42503 -14.33309 3.28679 -1.4 2.7 1.7
C 1.93197 -20.17789 -5.62550 -0.6 1.1 -0.3
C -1.03696 -11.05969 -0.13805 -1.1 0.9 -1.0
C -3.56159 -16.30857 -2.94437 0.1 1.0 1.2
C 1.65670 -19.29007 -0.27188 1.6 0.7 3.8
C -1.13035 -17.02695 -5.57122 0.2 -0.2 -0.9
C 1.40833 -18.10865 -7.03411 0.3 -2.4 0.9
C -2.18925 -14.62585 5.44922 2.6 1.9 -1.7
C -0.53677 -14.80031 7.24413 1.0 0.8 -2.4
C 0.10390 -17.65212 -7.63620 0.1 1.4 -0.3
C -1.23906 -15.13599 4.26731 0.6 -1.5 -0.7
C -1.22481 -13.14198 2.82406 0.9 -2.1 -1.3
C -0.74563 -12.72590 1.39929 -0.2 1.2 1.6
C -2.40215 -17.26412 -4.69173 2.8 0.8 -0.8
H 0.30565 -16.60270 -7.85092 -0.6 0.5 0.0
H -0.97873 -16.00475 -5.91793 -1.0 0.3 0.0
H -1.27970 -12.43116 3.64857 0.5 0.5 -0.6
H -1.87414 -15.73984 3.61914 -0.5 -0.4 0.3
H -3.19443 -17.43726 -5.42002 -0.7 0.4 0.5
H -2.23238 -18.12402 -4.04377 -0.2 -0.4 -0.3
H 2.17685 -18.11851 -7.80702 0.1 -0.3 -0.2
H -0.02077 -18.09897 -8.62255 -0.1 -0.3 0.1
H -0.47585 -15.80205 4.66976 -0.3 -0.4 0.3
H 0.69654 -18.38862 -1.42562 -0.4 0.2 -0.2
H -4.51816 -16.00402 -3.36903 0.0 -0.2 -0.5
H -3.44900 -15.69460 -2.05081 0.4 0.6 -0.2
H -0.01127 -14.17433 7.96529 -0.7 -0.2 0.4
H -1.71324 -11.65382 -0.75264 0.2 -0.4 -0.4
H -2.85894 -15.43056 5.75261 0.2 -0.1 0.2
H 1.17767 -20.89845 -5.30939 1.0 -0.5 0.6
H -0.77936 -15.82121 7.53912 -1.1 0.3 0.6
H -0.03120 -14.86193 2.52174 -0.6 -0.4 0.1
H 1.84467 -17.55050 -6.20575 -0.4 0.4 0.2
H 0.22730 -15.01092 6.49582 0.6 -0.1 0.0
H -2.72904 -13.79713 4.99104 -0.6 -0.2 0.3
H -2.24608 -13.44726 2.59620 -0.5 -0.1 0.4
H 2.85279 -20.56116 -6.06516 -0.2 -0.5 -0.4
H 0.33621 -12.71540 1.26657 0.3 -0.2 0.3
H -3.65895 -17.27407 -2.44793 0.2 -0.7 -0.7
H 2.28469 -19.53124 -4.82204 -0.3 0.0 0.4
H -1.16182 -13.38653 0.63872 -0.2 -0.3 0.0
H -0.66520 -18.72944 -6.39086 -1.1 -1.3 0.1
H -0.23628 -17.12056 -4.95479 0.2 -0.6 0.3
H -0.02301 -11.11389 -0.53437 0.3 -0.3 0.3
H -1.39191 -10.04185 -0.29969 0.2 0.2 0.3

53
Properties=species:S:1:pos:R:3:forces:R:3 method="wB97M-V/def2-TZVPD" total_charge=-1 gap_ev=3.7 homo_ev=-1.4
P -1.58463 2.20964 -0.15148 1.1 -0.2 -0.5
O -3.46459 0.14068 -0.42313 0.2 0.1 0.2
O 1.80327 0.10127 0.76685 -0.2 0.3 -0.1
O -2.35221 3.63339 -0.09669 -0.2 -0.1 0.4
O -6.78450 1.13271 0.37496 -0.1 0.0 0.0
O -1.63433 1.66578 1.35604 -0.8 0.1 0.1
N -0.22854 2.32869 -0.84053 -0.2 0.1 0.2
N 2.66914 -0.99898 0.69075 -0.4 -0.2 0.4
N -6.85264 3.39219 -0.29905 0.0 0.0 -0.2
C 4.28734 -1.51904 2.43573 0.0 0.0 0.0
C -4.40051 0.64980 0.51330 -0.2 -0.2 -0.1
C 2.55379 -0.92070 -1.82855 0.0 0.0 -0.1
C 2.45467 -1.75301 -0.53215 0.2 0.0 -0.2
C 4.25136 0.75706 1.44238 0.1 0.1 0.0
C 4.91213 -2.52199 -0.50550 0.0 0.0 0.0
C -5.80897 0.11153 0.22567 -0.1 0.2 0.0
C -6.85648 2.01422 -0.73466 0.0 0.0 0.1
C 3.43213 -2.93186 -0.56531 0.1 -0.1 0.0
C 1.03590 -2.32610 -0.46452 -0.1 -0.1 -0.1
C 5.11198 -1.13103 0.10584 0.0 0.0 -0.1
C -2.74042 1.13724 -1.12731 -0.1 0.1 -0.1
C 4.04666 -0.72456 1.13748 0.2 0.0 -0.1
H 0.30653 -1.51878 -0.51314 0.0 0.0 0.1
H -3.15657 3.60414 0.44104 0.1 0.0 0.0
H -5.83481 -0.30721 -0.78613 0.1 0.0 0.0
H -7.75358 3.83202 -0.41919 0.0 0.0 0.1
H 3.55141 1.09619 2.20181 -0.1 0.0 0.0
H -3.42247 1.77752 -1.70570 0.0 0.0 0.0
H 2.33588 -1.54139 -2.70539 0.0 0.0 0.0
H 4.09343 1.36298 0.55068 -0.1 0.0 0.0
H 5.28953 -1.33920 2.84639 0.0 0.0 0.0
H 1.82930 -0.10727 -1.78255 0.0 0.0 0.1
H 0.85923 -3.02022 -1.29554 0.0 0.0 0.0
H 3.19113 -3.58062 0.28284 0.0 0.1 0.1
H -7.77357 1.77101 -1.28305 0.0 0.0 0.0
H 0.57399 1.97637 -0.31284 0.1 -0.1 -0.2
H 4.17380 -2.59098 2.25980 0.0 0.0 0.0
H 3.25262 -3.52877 -1.46580 -0.1 0.0 0.0
H -4.45739 1.74174 0.48367 0.1 0.0 0.0
H 6.10276 -1.06276 0.56975 0.0 0.0 0.0
H 5.47829 -3.27184 0.05466 0.0 0.0 0.0
H 3.54333 -0.48400 -1.96719 0.0 0.0 0.0
H 0.90136 -2.85945 0.47874 0.0 0.0 0.0
H -1.76816 0.70786 1.40166 0.4 0.0 0.0
H 3.54596 -1.21820 3.17778 0.0 0.0 0.0
H 5.11146 -0.38822 -0.69465 0.0 0.0 0.0
H 5.27730 0.91054 1.80174 0.0 0.0 0.0
H -6.17076 3.93948 -0.80580 0.0 0.0 0.1
H -6.09009 -0.67035 0.92890 0.0 0.0 0.0
H 5.33536 -2.52198 -1.51457 0.0 0.0 0.0
H -2.08198 0.63973 -1.83564 -0.1 -0.2 0.0
H -4.09271 0.36513 1.52178 0.0 0.1 0.0
H -6.00113 1.83966 -1.39416 0.0 0.0 0.0

56
Properties=species:S:1:pos:R:3:forces:R:3 method="wB97M-V/def2-TZVPD" total_charge=0 smiles="CNC[C@@H]1CNC(=O)[C@@H]1CN.CCOS(C)(=O)=O.CCOS(C)(=O)=O" gap_ev=9.6 homo_ev=-9.1
S 1.08216 0.31887 4.40120 0.0 0.5 0.4
S -1.56834 -4.23577 -1.98047 0.4 0.1 0.5
O -1.11162 3.88420 0.11704 -1.2 1.5 4.0
O -2.56167 -3.23779 -2.23402 -0.2 -0.1 -0.2
O -1.32605 -5.28076 -2.92572 -0.2 0.0 -0.2
O 1.42854 1.87071 4.42356 0.0 -0.1 0.2
O 2.22698 -0.40107 3.93450 0.0 -0.1 -0.2
O -1.85104 -4.88316 -0.55166 0.2 0.1 0.0
O -0.19552 0.12735 3.79130 0.0 -0.2 -0.2
N 2.32065 2.42054 -0.97042 0.2 -0.1 0.3
N -0.54035 4.44298 -2.06515 0.2 -0.1 -0.4
N -1.43825 -0.22352 -1.41824 0.4 0.1 0.2
C -0.82664 2.16259 -1.54453 -0.3 -0.3 0.0
C 0.91686 0.10395 6.14071 0.0 0.0 0.1
C 1.89505 2.47213 3.19597 0.1 0.3 -0.7
C -3.15492 -5.44415 -0.31043 -0.5 -0.3 0.0
C -1.08564 0.98105 -0.64188 -0.6 -0.1 -0.3
C -3.37099 -6.75827 -1.03603 0.1 0.0 -0.2
C 0.79269 2.64857 2.17332 -0.1 -0.1 0.2
C 0.43852 3.68062 -2.89337 -0.7 -0.5 0.9
C -0.04036 -3.46215 -1.58326 0.1 0.0 0.2
C 1.65237 1.57055 -1.95183 0.8 0.6 0.1
C 0.36947 2.15367 -2.47818 0.2 0.8 -0.1
C 3.54311 1.75659 -0.49982 -0.6 0.2 -0.6
C -0.87428 3.56833 -0.96167 1.2 -1.8 -4.1
H 2.59941 3.28781 -1.40887 -0.1 0.1 -0.1
H 4.13740 1.41001 -1.34888 0.2 -0.2 0.0
H 2.32404 1.40124 -2.80348 0.1 -0.1 -0.2
H -0.27923 0.78371 0.04896 0.4 -0.1 0.0
H 0.16603 0.79785 6.50876 0.0 0.0 0.0
H 0.15930 1.61394 -3.39414 -0.2 -0.3 -0.1
H 0.41097 1.68886 1.83618 0.0 0.0 0.0
H 1.16492 3.18531 1.30268 0.1 0.0 0.0
H -0.21910 -2.68580 -0.84334 -0.1 0.0 -0.1
H 2.29458 3.44396 3.48000 0.0 -0.1 0.3
H 2.72358 1.88583 2.79326 0.0 -0.1 0.1
H 0.64689 -4.21809 -1.21167 0.0 0.0 0.0
H 3.24017 0.90873 0.09314 0.1 -0.4 0.3
H -3.20791 -5.60362 0.76490 0.2 0.1 0.0
H 1.87957 0.27775 6.61318 0.0 0.0 0.0
H -1.95318 1.22513 -0.04374 -0.1 0.2 0.4
H -1.18431 -0.08925 -2.38678 0.0 -0.2 -0.1
H -4.32839 -7.19442 -0.74889 0.0 0.0 0.1
H -3.37409 -6.62117 -2.11617 0.0 0.0 0.0
H 1.51252 0.59678 -1.49656 -0.3 -0.3 0.1
H -0.04420 3.19961 2.60072 0.0 0.1 0.0
H 0.34204 -3.02602 -2.50330 -0.1 0.0 0.0
H 1.37586 4.17412 -2.69524 0.5 -0.2 -0.5
H -2.43395 -0.39241 -1.39832 0.0 -0.1 0.0
H -3.92397 -4.71418 -0.56954 0.1 0.1 -0.1
H -1.67794 2.18997 -2.23026 -0.3 0.0 0.0
H 4.15622 2.42583 0.08020 0.1 0.3 0.3
H 0.12637 3.68824 -3.91920 0.3 0.6 -0.6
H -2.57348 -7.46230 -0.79820 0.0 0.0 0.1
H -1.37339 4.50782 -2.64129 -0.2 0.5 0.3
H 0.59258 -0.92132 6.30501 0.0 0.0 -0.1

73
Properties=species:S:1:pos:R:3:forces:R:3 method="wB97M-V/def2-TZVPD" total_charge=+1 spin_multiplicity=2 gap_ev="8.7 / 3.6" homo_ev="-12.5 / -12.5"
S 2.50306 -0.25522 5.36133 1.7 0.1 -0.4
S -4.97776 -2.85817 -0.11062 -1.4 -3.7 -0.3
S 0.75074 -2.24041 -3.61564 -1.1 -0.2 -2.6
O -1.42502 3.44944 3.15624 0.5 -0.3 1.4
O 1.43256 -0.94609 -3.63837 -1.4 -1.3 0.4
O -4.55992 -2.96988 -1.48910 -0.6 0.6 1.6
O -3.78351 -2.35248 0.73869 1.1 -1.3 -0.4
O -0.11591 1.65072 -3.00750 -2.8 -0.6 1.1
O -5.60684 -4.02220 0.53482 1.2 2.6 -1.4
O 4.69787 0.61309 0.19914 -0.2 -1.8 -2.3
O 3.05288 -0.13456 3.81398 2.5 -0.4 1.9
O 0.69900 -2.76630 -5.17505 0.3 0.5 0.4
O 1.03731 0.12341 4.79854 -0.9 -0.9 2.4
O 0.55033 -3.18230 1.57752 -0.5 0.3 -4.1
O 2.66172 -1.65082 5.87126 -1.2 4.1 -1.8
O 0.32815 0.83586 0.48295 -2.1 -1.0 -0.6
O -1.83334 0.70211 0.39247 0.2 -1.0 -0.3
O 1.18471 -3.24049 -2.69137 -0.6 1.0 -1.0
O -5.89562 -1.59131 0.18999 -0.9 -0.4 -1.6
O -0.40928 -2.71745 3.44394 1.0 -0.1 -0.9
O -3.46486 3.41729 4.04349 2.3 0.4 -1.8
O 3.13071 0.84221 6.10460 -1.7 -2.2 -1.1
O 3.21753 -0.87959 -0.35459 1.4 0.4 -0.3
O -0.92865 -2.16072 -3.59877 1.8 0.0 1.5
N -2.62326 3.60754 3.13626 -1.6 -0.4 0.9
N -0.74565 0.22867 0.16479 3.0 1.6 0.1
N 4.24474 -0.24162 -0.60870 -2.1 1.7 2.9
N 1.41481 3.24670 -2.56364 1.1 2.9 4.2
N 0.52886 -3.10447 2.73921 -0.1 -1.1 4.9
C -4.22665 -1.56149 1.82026 0.1 2.1 -1.4
C 2.69069 3.78611 -2.91473 0.0 -1.5 -2.1
C 0.96076 3.84946 -1.31150 -1.5 0.1 -0.3
C -0.48505 -1.01703 -0.65917 -0.5 -0.2 0.2
C -5.30716 -0.68638 1.04319 0.9 0.5 3.5
C 1.81130 -3.56478 3.41131 0.3 1.3 1.1
C 4.77359 -0.44226 -1.95962 0.1 0.2 -0.3
C 1.10248 1.09030 3.71878 -0.1 -0.3 1.2
C -1.49369 -1.95297 -4.86003 -0.3 0.9 -2.5
C 2.13216 0.37326 2.88771 -0.5 -0.4 -0.7
C -0.34279 -2.03268 -5.93550 0.1 0.1 1.7
C -3.07762 4.00663 1.81298 -0.8 0.7 -1.3
C 0.96532 2.08238 -3.09347 1.7 -1.2 -2.5
H -6.00739 -0.34432 1.80528 -0.5 -0.2 -0.2
H -4.14434 3.81036 1.70494 0.3 -0.2 -0.1
H 0.01778 -1.05194 -6.24570 0.3 0.0 0.3
H -2.29159 -2.61772 -5.19100 0.3 -1.0 1.0
H 2.59849 0.95859 2.09523 0.3 -0.1 0.3
H 2.22395 -4.51249 3.06536 -0.4 0.4 -0.6
H -0.12855 3.85245 -1.34988 -0.1 0.2 0.2
H 2.43027 -2.68467 3.23704 0.6 -0.4 -0.5
H 1.36478 2.02241 4.21926 0.7 0.2 -0.5
H 0.56449 -1.30183 -0.58536 -0.2 0.3 0.3
H 1.41301 4.82348 -1.12479 -0.2 0.1 -0.7
H -1.11728 -1.83965 -0.32498 -0.1 0.3 0.1
H -0.61204 -2.56209 -6.84946 0.2 -0.5 0.5
H 3.39539 3.47298 -2.14437 0.2 0.7 0.3
H 3.89475 -0.56575 -2.59246 0.1 -0.3 0.1
H -2.89522 5.06372 1.61958 -0.1 0.2 0.7
H -0.71552 -0.75844 -1.69267 -0.3 0.1 0.2
H 1.77882 -0.58453 2.50575 -1.0 0.6 -0.9
H 0.09697 1.26576 3.33634 0.1 -0.6 -0.2
H 5.32234 0.43969 -2.28999 0.4 -0.3 0.3
H 1.19673 3.35121 -0.37119 0.3 -1.2 -0.2
H -4.92462 0.23862 0.61176 0.4 -0.4 -0.7
H -2.03507 -1.00747 -4.89242 0.5 0.5 0.2
H 2.55871 4.83824 -3.16712 0.5 0.1 0.5
H 5.34636 -1.36633 -1.88135 0.2 0.2 -0.4
H -2.40728 3.54700 1.08670 -0.5 -0.6 0.1
H -3.30071 -1.00488 1.96493 -0.5 0.2 1.1
H -4.64317 -2.12399 2.65584 0.2 0.0 -0.1
H 1.78361 -3.54235 4.50073 -0.9 -0.3 -0.1
H 1.72401 1.63863 -3.75654 0.1 -0.2 0.1
H 2.94396 3.21149 -3.80567 0.6 0.5 -0.3